This record from the Open Molecules 2025 dataset describes a 2-piece molecular cluster, C7H10BrNO6 overall in a non-equilibrium geometry. The level of theory is ωB97M-V with the def2-TZVPD basis set.

Its highest occupied orbital energy is -9.127 eV. The calculation puts the LUMO energy at 0.350 eV. The total energy is -91234.59277 eV. The max |F| comes out at 3.0 eV Å⁻¹. As for the multiplicity: 1. As for the SMILES: CC(=O)O/[N+]([O-])=C(/C)Br.CC(=O)OC=O.

Each line ends with the Löwdin charge.
Geometry (Å):
C (2.25, -0.88, 1.09)  -0.552
C (-1.44, 1.48, 0.90)  -0.554
C (2.47, -1.48, 2.45)  0.018
C (-2.89, 1.37, 0.90)  0.008
C (0.67, -0.46, -3.24)  -0.108
C (0.23, 1.94, -0.94)  -0.259
C (0.71, -0.99, -1.87)  -0.748
N (1.83, -1.16, -1.27)  -0.222
O (2.98, -1.15, -1.72)  0.042
O (2.45, 0.25, 0.80)  0.109
O (-0.67, 1.18, 1.76)  0.123
O (1.72, -1.75, 0.17)  0.010
O (0.35, 2.10, -2.10)  0.123
O (-1.09, 1.81, -0.42)  -0.025
Br (-0.91, -1.34, -1.14)  0.967
H (2.25, -0.61, 3.18)  0.125
H (1.78, -2.32, 2.47)  0.074
H (3.55, -1.91, 2.60)  0.130
H (-3.20, 2.00, 1.75)  0.108
H (-3.29, 0.34, 0.86)  0.100
H (-3.12, 1.89, -0.10)  0.122
H (1.44, 0.28, -3.32)  0.074
H (0.96, -1.26, -3.94)  0.105
H (-0.30, 0.07, -3.42)  0.090
H (0.97, 1.98, -0.14)  0.143